{
  "formula": "C3H8N2OS",
  "method": "the ωB97M-V functional and the def2-TZVPD basis",
  "symbols": ["N", "C", "O", "C", "N", "C", "S", "H", "H", "H", "H", "H", "H", "H", "H"],
  "xyz": [[0.3418, -0.8744, -2.0826], [0.3853, -1.0330, -0.7450], [0.8354, -1.9921, -0.1539], [-0.2945, 0.0489, 0.0779], [-0.8484, 1.2167, -0.6379], [0.4203, 0.3898, 1.3374], [-0.4752, 0.4889, 2.9158], [-0.1137, -0.0693, -2.4460], [0.8024, -1.3732, -2.8247], [-1.2010, -0.4894, 0.3452], [-0.8006, 2.0632, -0.0798], [-0.2772, 1.4837, -1.4230], [1.1470, -0.4030, 1.5288], [0.9933, 1.3066, 1.2623], [-0.9148, -0.7635, 2.9254]],
  "e_lumo_ha": 0.0278,
  "smiles": "NC(=O)[C@H](N)CS",
  "spin_multiplicity": 1,
  "homo_lumo_gap_ev": 9.82
}



{
  "formula": "CH4OS",
  "method": "the ωB97M-V functional and the def2-TZVPD basis",
  "symbols": ["C", "O", "S", "H", "H", "H", "H"],
  "xyz": [[-0.3182, -0.4008, -1.4534], [1.2199, 1.0703, 1.0282], [0.0734, 1.0077, 1.9833], [0.6624, -0.5091, -1.0477], [-0.8282, -1.2515, -1.8204], [-0.8410, 0.3339, -0.8948], [0.0316, -0.2505, 2.2048]],
  "e_lumo_ha": [-0.0495, 0.0009],
  "spin_multiplicity": 1,
  "homo_lumo_gap_ev": [7.74, 9.59]
}



{
  "formula": "C34H37CeCl2N3O5S6",
  "method": "the ωB97M-V functional and the def2-TZVPD basis",
  "symbols": ["Ce", "N", "C", "C", "C", "C", "C", "C", "C", "C", "N", "C", "H", "H", "H", "H", "H", "H", "H", "H", "C", "C", "S", "C", "C", "S", "C", "C", "S", "H", "H", "H", "H", "H", "H", "H", "H", "H", "H", "H", "H", "C", "C", "C", "C", "C", "C", "C", "C", "S", "C", "N", "C", "C", "C", "C", "C", "C", "C", "C", "H", "H", "H", "H", "H", "H", "H", "H", "H", "H", "H", "H", "H", "H", "H", "H", "Cl", "C", "Cl", "C", "O", "O", "H", "O", "S", "O", "O", "S"],
  "xyz": [[1.0761, 0.9195, -1.1343], [-0.0439, 2.0056, -3.7268], [-0.7473, 1.0856, -4.4782], [-1.8676, 1.3897, -5.2317], [-2.5192, 0.4119, -5.9883], [-2.0455, -0.8727, -6.0494], [-0.9387, -1.2448, -5.2634], [-0.3976, -2.5483, -5.2444], [0.6069, -2.8371, -4.3633], [1.0251, -1.8511, -3.4542], [0.5841, -0.6141, -3.4755], [-0.3340, -0.2810, -4.4124], [0.9990, 1.9576, -3.8206], [-0.3760, 2.9601, -3.8319], [-2.2453, 2.4012, -5.2352], [-3.3936, 0.6879, -6.5606], [-2.5096, -1.6181, -6.6786], [-0.7956, -3.3005, -5.9123], [1.0638, -3.8145, -4.3390], [1.7479, -2.0943, -2.6871], [5.1464, -1.0135, 1.3488], [4.4661, -1.7509, 0.2119], [2.6517, -1.6143, 0.1238], [2.0973, -2.4294, 1.6740], [2.0115, -1.4992, 2.8799], [1.4149, 0.1768, 2.4100], [2.6274, 1.3178, 3.1802], [4.1076, 0.9913, 3.0882], [4.7368, 0.7770, 1.3697], [6.2292, -1.0778, 1.2195], [4.8856, -1.4442, 2.3125], [4.7133, -2.8162, 0.2531], [4.7900, -1.3302, -0.7419], [2.7364, -3.2862, 1.8942], [1.1005, -2.7780, 1.4029], [2.9776, -1.3817, 3.3614], [1.3035, -1.9020, 3.6070], [2.3393, 1.4312, 4.2301], [2.4315, 2.2496, 2.6467], [4.3709, 0.1114, 3.6685], [4.6649, 1.8347, 3.4984], [-3.7436, -2.9868, 2.0436], [-2.9555, -2.3709, 3.2068], [-3.6976, -2.6754, 4.5149], [-1.5762, -3.0372, 3.2771], [-2.8498, -0.8727, 2.9579], [-3.7781, 0.0034, 3.5348], [-3.7387, 1.3626, 3.3038], [-2.7613, 1.8591, 2.4657], [-2.4634, 3.5039, 2.0138], [-1.1286, 2.9367, 0.9956], [-0.9400, 1.6565, 1.0202], [-1.8253, 1.0092, 1.8426], [-1.8755, -0.3568, 2.1161], [-0.3648, 3.8812, 0.2153], [-0.4037, 5.2342, 0.5778], [0.3713, 6.1485, -0.0986], [1.1243, 5.7118, -1.1818], [1.0977, 4.3824, -1.5742], [0.3833, 3.3741, -0.8874], [-3.9591, -4.0316, 2.2559], [-3.1661, -2.9412, 1.1255], [-4.6847, -2.4617, 1.8914], [-3.6242, -3.7377, 4.7391], [-4.7548, -2.4344, 4.4400], [-3.2686, -2.1198, 5.3456], [-1.6850, -4.0804, 3.5727], [-0.9405, -2.5334, 4.0036], [-1.0976, -3.0210, 2.3039], [-4.5596, -0.3701, 4.1765], [-4.4591, 2.0300, 3.7525], [-1.1438, -0.9941, 1.6523], [-1.0222, 5.5463, 1.4128], [0.4059, 7.1830, 0.2203], [1.7437, 6.4167, -1.7231], [1.6893, 4.1092, -2.4461], [-2.0516, 0.7377, -1.7144], [-2.2402, -1.0244, -1.6893], [-3.8637, -1.4465, -1.1876], [-1.1248, -1.6892, -0.7595], [-1.3567, -2.8150, -0.3644], [-0.1241, -0.9659, -0.5771], [-2.1111, -1.3932, -2.7108], [2.9098, -0.1423, -2.0049], [3.6547, 1.1446, -1.8675], [3.0253, 1.8572, -0.7216], [5.0827, 0.9474, -1.7261], [3.1594, 2.1531, -3.4935]],
  "e_lumo_ha": [-0.0738, -0.0726],
  "spin_multiplicity": 1,
  "homo_lumo_gap_ev": [6.26, 6.29]
}



{
  "formula": "C4H12N2S",
  "method": "the ωB97M-V functional and the def2-TZVPD basis",
  "symbols": ["C", "N", "C", "N", "C", "C", "S", "H", "H", "H", "H", "H", "H", "H", "H", "H", "H", "H", "H"],
  "xyz": [[0.7079, 1.4018, -0.6545], [1.5539, 0.4419, 0.1499], [0.8320, -0.5142, 1.1302], [1.9387, -1.2080, 1.8518], [-0.0118, 0.5718, -1.6822], [-1.1004, -0.4676, -1.2688], [-1.9534, -0.1060, 0.2056], [0.1597, 2.0254, 0.0283], [1.5668, 1.9933, -1.1639], [2.1403, 1.0960, 0.8516], [0.1738, -1.2389, 0.7197], [0.2810, 0.2300, 1.6719], [2.3771, -2.0118, 1.4245], [1.3965, -1.6550, 2.5935], [-0.4026, 1.1781, -2.6328], [0.7764, -0.1775, -1.9544], [-1.7509, -0.8167, -2.2002], [-0.5794, -1.3690, -1.1322], [-1.8985, 1.8534, -0.6554]],
  "e_lumo_ha": -0.0513,
  "spin_multiplicity": 1,
  "homo_lumo_gap_ev": 7.31
}



{
  "formula": "C14H56F2NO18S2",
  "method": "the ωB97M-V functional and the def2-TZVPD basis",
  "symbols": ["N", "S", "O", "O", "F", "S", "O", "O", "F", "C", "O", "H", "H", "H", "H", "C", "O", "H", "H", "H", "H", "C", "O", "H", "H", "H", "H", "C", "O", "H", "H", "H", "H", "C", "O", "H", "H", "H", "H", "C", "O", "H", "H", "H", "H", "C", "O", "H", "H", "H", "H", "C", "O", "H", "H", "H", "H", "C", "O", "H", "H", "H", "H", "C", "O", "H", "H", "H", "H", "C", "O", "H", "H", "H", "H", "C", "O", "H", "H", "H", "H", "C", "O", "H", "H", "H", "H", "C", "O", "H", "H", "H", "H"],
  "xyz": [[-0.3143, -1.5105, 5.8654], [-1.4516, -0.8653, 6.7442], [-2.3303, 0.0378, 6.0523], [-1.1084, -0.6135, 8.1114], [-2.4220, -2.1329, 6.8938], [0.6389, -0.1331, 5.6900], [1.4697, 0.1572, 6.8105], [0.1257, 0.9308, 4.8999], [1.6313, -0.8196, 4.6553], [-0.6955, 2.8865, 9.3539], [0.1859, 3.1262, 10.4431], [-0.7201, 1.8367, 9.0699], [-1.7142, 3.2436, 9.5270], [-0.3288, 3.4152, 8.4659], [0.3049, 4.0742, 10.5263], [-4.7215, -2.8908, 9.4584], [-5.7198, -2.6941, 10.4767], [-4.0929, -2.0157, 9.3095], [-4.1159, -3.7633, 9.6812], [-5.3003, -3.0925, 8.5518], [-6.3961, -2.1124, 10.1256], [-5.7200, -0.5902, 5.4438], [-4.6605, -0.3204, 4.5390], [-5.3566, -1.2027, 6.2801], [-6.1115, 0.3370, 5.8696], [-6.4723, -1.1959, 4.9420], [-3.8621, -0.2084, 5.0744], [2.8911, 0.8160, 9.7244], [3.5599, 0.0773, 8.7141], [1.9895, 0.2901, 10.0569], [3.5811, 0.9863, 10.5474], [2.5314, 1.7850, 9.3545], [2.8780, -0.1756, 8.0780], [-0.0757, 3.5879, 3.2108], [-0.8143, 4.6220, 2.5652], [-0.6650, 3.0627, 3.9571], [0.1930, 2.8350, 2.4603], [0.8432, 3.9436, 3.6829], [-0.1855, 5.2252, 2.1642], [-4.1134, -4.0795, 4.4216], [-3.7203, -5.1323, 5.2827], [-3.8597, -3.1109, 4.8616], [-3.7013, -4.1456, 3.4097], [-5.2000, -4.1023, 4.3147], [-2.8275, -4.9221, 5.5824], [-3.5727, 3.5302, 5.5671], [-2.7078, 3.2595, 6.6650], [-3.5918, 2.7077, 4.8457], [-4.5951, 3.7037, 5.9234], [-3.1937, 4.4147, 5.0578], [-3.0265, 2.4191, 7.0273], [-1.5633, -1.4900, 2.4164], [-0.4873, -2.2100, 3.0324], [-1.8362, -2.0393, 1.5161], [-2.4195, -1.4250, 3.0899], [-1.2235, -0.4880, 2.1417], [-0.5533, -2.0435, 3.9829], [-4.1881, 0.7464, 9.5436], [-4.2465, 1.6132, 8.3908], [-5.1027, 0.1515, 9.5206], [-3.2820, 0.1532, 9.4747], [-4.1543, 1.3667, 10.4425], [-5.0233, 2.1607, 8.5339], [-1.7558, -6.5335, 8.5076], [-1.8915, -5.1328, 8.6540], [-2.0191, -7.0469, 9.4286], [-2.4304, -6.8965, 7.7231], [-0.7277, -6.7771, 8.2187], [-1.7746, -4.7333, 7.7822], [-0.1634, -5.3158, 5.3069], [-0.9544, -4.3274, 5.9817], [-0.7775, -6.2008, 5.1552], [0.0402, -4.9446, 4.2971], [0.7665, -5.4831, 5.8475], [-0.5853, -3.4508, 5.8163], [1.1689, -3.1910, 8.9330], [1.7187, -2.9623, 7.6358], [0.3545, -2.4983, 9.1409], [0.8251, -4.2258, 9.0072], [1.9748, -3.0478, 9.6526], [1.0213, -2.6731, 7.0376], [2.4972, 0.6554, 1.2521], [3.6883, 1.1987, 0.7074], [2.5665, 0.2287, 2.2544], [1.7133, 1.4231, 1.2642], [2.0923, -0.1066, 0.5857], [3.9012, 1.9733, 1.2351], [2.9298, 2.8338, 6.1055], [3.5061, 3.8156, 5.2480], [3.5676, 2.6200, 6.9672], [1.9253, 3.1190, 6.4305], [2.8322, 1.9014, 5.5582], [3.6096, 4.6259, 5.7522]],
  "e_lumo_ha": 0.0814,
  "total_charge": -1,
  "spin_multiplicity": 1,
  "homo_lumo_gap_ev": 9.57
}



We obtain energy above the lowest of the compared OMol25 structures with the same formula, charge and spin values of 83.6; 311.1; 84.4; 514.8; 0.0 kJ/mol for the records listed above, in that order.
We obtain E values of -702.0457; -513.7762; -5643.0332; -667.0988; -2972.0384 hartree for the records listed above, in that order.